Molecular formula: C44H30N4O7P2Pt
Method: DFT, wB97M-V/def2-TZVPD

Output
E in eV: -88240.4799
Total charge: 0
E_HOMO (spin up / spin down) in eV: -7.579 / -7.581
Frontier orbital gap (spin up / spin down) in Eh: 0.1974 / 0.1975

Structure (XYZ):
```
88
C44H30N4O7P2Pt wB97M-V/def2-TZVPD
Pt -0.618 -0.971 1.866
C -5.153 -3.995 -3.567
C -4.114 -3.165 -3.972
C -3.244 -2.629 -3.038
C -3.397 -2.930 -1.683
C -4.437 -3.767 -1.285
C -5.312 -4.295 -2.224
C -2.470 -2.368 -0.671
C -2.203 -0.862 -0.727
C -3.372 -0.062 -1.260
C -3.775 0.792 -0.333
C -2.844 0.688 0.808
C -2.840 1.584 1.932
C -3.942 2.577 2.070
C -4.184 3.540 1.091
C -5.213 4.455 1.241
C -6.018 4.421 2.373
C -5.774 3.480 3.361
C -4.738 2.568 3.212
C -1.816 1.611 2.834
N -0.782 0.708 2.933
C 0.104 1.157 3.838
C 1.266 0.515 4.229
C 2.295 1.287 4.986
C 3.260 1.972 4.251
C 4.209 2.744 4.908
C 4.199 2.838 6.293
C 3.244 2.148 7.027
C 2.294 1.374 6.374
C 1.546 -0.802 3.878
C 2.638 -1.596 4.459
C 2.497 -2.851 4.028
C 1.339 -2.872 3.121
N 0.808 -1.594 3.086
C 0.833 -3.969 2.501
C -0.230 -3.914 1.534
C -0.736 -5.086 0.812
C -1.669 -4.652 -0.041
C -1.752 -3.196 0.099
N -0.829 -2.823 1.110
C 1.389 -5.314 2.827
C 0.607 -6.239 3.513
C 1.094 -7.509 3.784
C 2.370 -7.868 3.371
C 3.157 -6.949 2.692
C 2.669 -5.679 2.421
C -0.380 2.440 4.375
C -1.554 2.698 3.796
N -1.977 -0.266 0.603
H -5.835 -4.406 -4.300
H -3.979 -2.936 -5.021
H -2.421 -2.003 -3.359
H -4.567 -3.987 -0.233
H -6.123 -4.935 -1.901
H -3.752 -0.171 -2.261
H -4.579 1.503 -0.407
H -3.543 3.589 0.219
H -5.379 5.206 0.479
H -6.829 5.129 2.485
H -6.391 3.451 4.250
H -4.546 1.832 3.984
H 3.241 1.889 3.170
H 4.956 3.279 4.335
H 4.936 3.447 6.801
H 3.238 2.212 8.108
H 1.546 0.833 6.942
H 3.387 -1.199 5.124
H 3.111 -3.705 4.258
H -0.376 -6.092 0.947
H -2.219 -5.229 -0.765
H -0.386 -5.956 3.843
H 0.477 -8.219 4.320
H 2.746 -8.862 3.573
H 4.152 -7.222 2.366
H 3.276 -4.966 1.877
H 0.149 3.031 5.105
H -2.193 3.553 3.939
O 0.762 -0.066 -2.957
P -0.310 0.562 -1.993
O -1.242 1.505 -2.604
O -1.050 -0.810 -1.527
O 0.459 1.135 -0.751
P 1.788 0.366 -0.033
O 2.965 0.954 -0.979
O 1.904 0.939 1.325
O 1.661 -1.069 -0.385
H 1.343 -0.679 -2.463
H 3.178 1.860 -0.729
```

---

Molecular formula: C44H30NO3S2Tb
Method: DFT, wB97M-V/def2-TZVPD

Output
Spin multiplicity: 7
E in eV: -97833.5980
Total charge: +2
E_HOMO (spin up / spin down) in eV: -12.845 / -12.875
Frontier orbital gap (spin up / spin down) in Eh: 0.1943 / 0.2266

Structure (XYZ):
```
81
C44H30NO3S2Tb wB97M-V/def2-TZVPD
Tb 1.113 0.058 -1.097
C -1.803 4.745 -4.161
C -0.988 4.089 -3.099
C -1.418 2.897 -2.506
C -0.735 2.327 -1.439
C 0.416 2.969 -0.956
C 0.874 4.130 -1.558
C 0.173 4.686 -2.616
S 1.403 2.256 0.402
O 2.124 3.357 1.023
C 0.036 1.769 1.496
C -0.960 2.715 1.786
C -1.868 2.448 2.770
C -1.814 1.242 3.500
C -2.727 0.991 4.545
C -2.632 -0.144 5.301
C -1.608 -1.070 5.050
C -0.713 -0.869 4.032
C -0.798 0.283 3.216
C 0.134 0.564 2.173
C 1.349 -0.300 2.058
C 2.479 0.145 2.822
C 2.507 1.410 3.449
C 3.587 1.794 4.198
C 4.664 0.919 4.402
C 4.671 -0.313 3.805
C 3.605 -0.721 2.979
C 3.626 -1.968 2.319
C 2.574 -2.350 1.530
C 1.418 -1.540 1.440
S 0.186 -2.209 0.270
O -0.505 -0.927 -0.178
C -0.945 -3.133 1.290
C -0.730 -4.507 1.315
C -1.608 -5.311 2.008
C -2.702 -4.759 2.674
C -3.662 -5.638 3.394
C -2.890 -3.378 2.635
C -2.028 -2.560 1.933
H -2.215 4.025 -4.863
H -1.227 5.487 -4.705
H -2.645 5.256 -3.693
H -2.332 2.437 -2.849
H -1.207 1.488 -0.901
H 1.755 4.610 -1.161
H 0.532 5.600 -3.061
H -0.973 3.650 1.249
H -2.617 3.175 3.036
H -3.493 1.721 4.751
H -3.333 -0.327 6.101
H -1.526 -1.945 5.676
H 0.072 -1.593 3.859
H 1.687 2.101 3.332
H 3.610 2.782 4.635
H 5.487 1.230 5.027
H 5.504 -0.986 3.951
H 4.472 -2.623 2.456
H 2.564 -3.312 1.039
H 0.106 -4.940 0.786
H -1.457 -6.381 2.019
H -3.714 -6.619 2.932
H -4.656 -5.201 3.403
H -3.340 -5.777 4.427
H -3.731 -2.941 3.154
H -2.201 -1.499 1.860
N -0.431 -0.098 -11.282
C -0.252 -0.099 -10.152
C -0.023 -0.101 -8.754
C 1.276 0.065 -8.270
C 1.506 0.061 -6.911
C 0.438 -0.107 -6.024
C -0.861 -0.269 -6.513
C -1.093 -0.267 -7.872
C 0.665 -0.102 -4.625
C 0.859 -0.077 -3.424
H 2.091 0.195 -8.966
H 2.506 0.186 -6.526
H -1.677 -0.401 -5.819
H -2.093 -0.393 -8.260
O 4.593 -1.248 -0.754
C 3.565 -0.857 -0.517
```

---

Molecular formula: C44H31Cl5CoF9N3O2P
Method: DFT, wB97M-V/def2-TZVPD

Output
Spin multiplicity: 4
E in eV: -188684.6492
Total charge: -1
E_HOMO (spin up / spin down) in eV: -3.647 / -4.403
Energy relative to the best compared isomer or geometry (same formula, charge and spin) in kcal per mole: 66.5
Frontier orbital gap (spin up / spin down) in Eh: 0.1944 / 0.2221

Structure (XYZ):
```
96
C44H31Cl5CoF9N3O2P wB97M-V/def2-TZVPD
Co -0.193 -0.193 0.632
O -2.316 3.779 0.864
C -1.956 4.192 -0.366
C -2.323 5.463 -0.799
C -1.963 5.899 -2.060
C -1.230 5.083 -2.911
C -0.832 3.836 -2.482
C -1.186 3.378 -1.215
C -0.661 2.110 -0.736
O -1.142 1.545 0.328
N 0.413 1.614 -1.319
N 0.720 0.427 -0.840
C 2.081 0.125 -0.463
C 2.067 -1.381 -0.338
C 2.938 -2.293 -0.900
C 2.809 -3.634 -0.565
C 1.792 -4.017 0.296
C 0.933 -3.049 0.776
N 1.052 -1.760 0.465
H -1.977 2.851 0.945
H -2.878 6.098 -0.126
H -2.264 6.883 -2.389
H -0.953 5.427 -3.896
H -0.230 3.191 -3.101
H 2.898 1.826 -1.450
H 3.722 -1.973 -1.564
H 3.508 -4.354 -0.958
H 1.669 -5.049 0.587
H 0.124 -3.301 1.447
Cl 2.362 -0.571 3.441
C 2.912 -0.147 1.841
C 2.077 0.647 1.003
C 3.166 0.776 -1.288
Cl 3.212 0.099 -2.983
C 4.510 0.624 -0.679
Cl 5.719 1.492 -1.580
C 4.893 -0.160 0.361
Cl 6.605 -0.387 0.593
C 4.083 -0.716 1.406
Cl 4.774 -2.046 2.298
F -5.736 -3.071 6.126
C -6.030 -3.412 4.861
F -6.128 -4.763 4.852
F -7.292 -2.971 4.641
C -5.053 -2.908 3.851
C -3.970 -2.101 4.205
C -3.081 -1.690 3.235
C -3.254 -2.071 1.901
C -4.368 -2.847 1.550
C -5.247 -3.275 2.514
P -2.142 -1.418 0.619
C -1.878 -2.839 -0.481
C -1.891 -4.159 -0.011
C -1.306 -5.170 -0.739
C -0.665 -4.883 -1.945
C -0.637 -3.572 -2.427
C -1.224 -2.567 -1.697
C -0.005 -5.984 -2.699
F 0.531 -6.923 -1.894
F -0.864 -6.659 -3.505
F 0.989 -5.570 -3.501
C -3.349 -0.379 -0.284
C -3.750 0.785 0.379
C -4.543 1.717 -0.251
C -4.965 1.483 -1.558
C -4.634 0.295 -2.201
C -3.843 -0.637 -1.559
C -5.745 2.542 -2.265
F -6.694 3.103 -1.490
F -4.973 3.565 -2.688
F -6.388 2.094 -3.360
H -3.833 -1.810 5.236
H -2.227 -1.079 3.499
H -4.523 -3.121 0.516
H -6.091 -3.897 2.255
H -2.359 -4.387 0.937
H -1.307 -6.182 -0.367
H -0.117 -3.351 -3.346
H -1.165 -1.542 -2.041
H -3.396 0.960 1.385
H -4.814 2.635 0.247
H -4.978 0.117 -3.208
H -3.587 -1.556 -2.065
C 0.298 2.283 3.004
C 1.741 2.611 2.641
C 1.991 4.114 2.761
C 2.059 2.153 1.213
H 0.139 2.338 4.078
H 0.055 1.264 2.673
H -0.380 2.978 2.514
H 2.411 2.096 3.334
H 1.388 4.659 2.037
H 3.037 4.357 2.585
H 1.727 4.461 3.758
H 3.058 2.533 0.965
H 1.354 2.626 0.528
```

---

Molecular formula: C44H31N7O2OsPSe
Method: DFT, wB97M-V/def2-TZVPD

Output
E in eV: -137733.5052
Total charge: +3
E_HOMO in eV: -13.387
Frontier orbital gap in Eh: 0.1089

Structure (XYZ):
```
87
C44H31N7O2OsPSe wB97M-V/def2-TZVPD
Os -0.153 -0.187 0.253
C -3.669 -10.285 -8.351
O -2.383 -9.697 -8.128
C -2.287 -8.707 -7.230
C -1.015 -8.150 -7.075
C -0.812 -7.139 -6.169
C -1.874 -6.650 -5.398
C -3.137 -7.206 -5.565
C -3.355 -8.230 -6.470
C -1.615 -5.595 -4.436
N -0.396 -5.168 -4.075
C -0.614 -4.193 -3.181
C -1.948 -3.994 -2.941
N -2.583 -4.912 -3.772
C -2.439 -3.038 -2.020
C -3.793 -2.802 -1.681
C -4.109 -1.791 -0.816
C -3.094 -1.026 -0.235
N -1.807 -1.261 -0.486
C -1.488 -2.221 -1.391
C -0.079 -2.261 -1.767
N 0.633 -1.268 -1.355
C 2.071 -1.268 -1.596
C 2.662 -2.132 -2.722
C 1.820 -3.338 -3.178
C 0.455 -3.466 -2.461
H -3.523 -11.019 -9.134
H -4.385 -9.532 -8.682
H -4.027 -10.778 -7.447
H -0.208 -8.535 -7.683
H 0.172 -6.705 -6.051
H -3.982 -6.863 -4.977
H -4.341 -8.657 -6.571
H -3.570 -5.021 -3.926
H -4.581 -3.400 -2.121
H -5.138 -1.565 -0.576
H -3.336 -0.196 0.405
H 2.430 -0.247 -1.615
H 3.190 -1.589 -3.500
H 1.799 -3.580 -4.235
O 1.316 1.175 -0.214
C 1.452 1.144 1.045
C 2.566 0.537 1.817
C 3.694 1.277 2.168
C 4.636 0.718 3.017
C 4.439 -0.563 3.529
C 3.328 -1.303 3.158
C 2.398 -0.754 2.277
P 1.007 -1.690 1.609
C 0.297 -2.676 2.917
C -0.721 -2.123 3.697
C -1.232 -2.822 4.777
C -0.725 -4.079 5.081
C 0.294 -4.630 4.316
C 0.810 -3.938 3.229
C 1.751 -2.791 0.389
C 1.046 -3.860 0.008
C 1.194 -4.426 -1.359
C 2.521 -4.232 -2.111
C 3.375 -3.025 -1.653
C 2.776 -2.161 -0.509
H 3.859 2.272 1.765
H 5.520 1.281 3.288
H 5.161 -0.986 4.216
H 3.191 -2.306 3.544
H -1.111 -1.137 3.464
H -2.017 -2.392 5.384
H -1.125 -4.632 5.921
H 0.694 -5.604 4.566
H 1.608 -4.374 2.645
H 0.246 -4.252 0.629
H 0.794 -5.432 -1.445
H 3.057 -5.141 -2.361
H 4.449 -3.171 -1.632
H 3.522 -1.602 0.053
Se 1.348 3.815 2.477
N -0.174 4.095 3.254
C -1.008 3.090 3.032
C -2.314 2.910 3.593
C -2.927 1.734 3.315
C -2.310 0.769 2.456
N -1.149 0.917 1.855
C -0.489 2.061 2.201
N 0.756 2.238 1.817
H -2.750 3.669 4.231
H -3.898 1.502 3.732
H -2.813 -0.172 2.279
```

---

Molecular formula: C44H32BrCl2F4FeN4O3PS
Method: DFT, wB97M-V/def2-TZVPD

Output
Spin multiplicity: 6
E in eV: -218715.1544
Total charge: +1
E_HOMO (spin up / spin down) in eV: -10.233 / -10.233
Energy relative to the best compared isomer or geometry (same formula, charge and spin) in kcal per mole: 0.0
Frontier orbital gap (spin up / spin down) in Eh: 0.2966 / 0.2193

Structure (XYZ):
```
93
C44H32BrCl2F4FeN4O3PS wB97M-V/def2-TZVPD
Fe -0.756 1.472 -1.107
F 3.022 7.022 -1.504
C 2.810 5.719 -1.519
C 3.664 4.864 -0.850
F 4.702 5.352 -0.191
C 3.437 3.494 -0.869
F 4.308 2.742 -0.200
C 2.363 2.938 -1.544
P 1.859 1.175 -1.517
C 2.874 0.305 -0.289
C 4.148 -0.177 -0.591
C 4.891 -0.823 0.381
C 4.374 -0.989 1.661
C 3.105 -0.522 1.964
C 2.351 0.115 0.988
C 2.450 0.543 -3.118
C 3.011 1.343 -4.107
C 3.386 0.787 -5.323
C 3.198 -0.565 -5.559
C 2.633 -1.368 -4.577
C 2.256 -0.816 -3.365
C 1.520 3.830 -2.214
Br 0.008 3.195 -3.167
C 1.727 5.193 -2.211
F 0.910 6.016 -2.854
H 4.563 -0.039 -1.582
H 5.882 -1.188 0.145
H 4.964 -1.487 2.419
H 2.695 -0.653 2.957
H 1.350 0.452 1.222
H 3.182 2.398 -3.935
H 3.830 1.415 -6.083
H 3.493 -0.994 -6.507
H 2.484 -2.424 -4.755
H 1.810 -1.444 -2.605
Cl 1.138 -0.416 5.407
C 0.031 -1.083 4.243
C 0.360 -2.277 3.634
C -0.497 -2.820 2.692
C -1.673 -2.156 2.390
C -2.011 -0.973 3.023
Cl -3.564 -0.301 2.642
C -1.160 -0.382 3.974
N -1.420 0.772 4.681
C -2.194 1.893 4.286
C -3.373 2.181 4.967
C -4.141 3.274 4.611
C -3.735 4.087 3.561
C -2.539 3.827 2.916
C -1.743 2.745 3.281
C -0.373 2.603 2.660
C -0.397 2.138 1.232
O 0.016 2.891 0.303
O -0.825 0.981 0.910
H 1.280 -2.775 3.906
H -0.252 -3.756 2.209
H -2.376 -2.567 1.678
H -1.025 0.804 5.607
H -3.693 1.515 5.758
H -5.059 3.483 5.142
H -4.339 4.932 3.259
H -2.200 4.488 2.127
H 0.236 1.902 3.233
H 0.120 3.575 2.666
S -4.794 3.623 -0.579
C -3.487 2.816 -0.932
N -2.501 2.209 -1.202
C -3.235 -4.471 -0.823
N -3.040 -3.107 -1.290
N -1.802 -2.513 -1.326
C -1.969 -1.170 -1.502
O -0.961 -0.396 -1.671
C -3.351 -0.923 -1.526
C -3.974 -2.139 -1.372
C -5.422 -2.454 -1.259
C -0.588 -3.253 -1.388
C -0.420 -4.236 -2.353
C 0.760 -4.962 -2.378
C 1.762 -4.697 -1.455
C 1.584 -3.704 -0.501
C 0.404 -2.977 -0.459
H -2.302 -4.843 -0.411
H -3.547 -5.120 -1.639
H -3.992 -4.479 -0.040
H -3.815 0.041 -1.635
H -6.007 -1.615 -1.627
H -5.699 -2.625 -0.217
H -5.682 -3.343 -1.833
H -1.198 -4.424 -3.082
H 0.897 -5.732 -3.126
H 2.681 -5.265 -1.480
H 2.363 -3.493 0.219
H 0.242 -2.214 0.291
```